i.
{
  "formula": "C17H17N3O2",
  "method": "ωB97M-V with the def2-TZVPD basis set",
  "elements": ["C", "C", "O", "N", "C", "C", "C", "C", "N", "C", "C", "C", "C", "O", "C", "C", "C", "C", "N", "C", "C", "C", "H", "H", "H", "H", "H", "H", "H", "H", "H", "H", "H", "H", "H", "H", "H", "H", "H"],
  "coordinates": [[-7.167, -1.234, -0.460], [-5.885, -0.291, -0.541], [-5.942, 0.945, -0.973], [-4.860, -0.891, -0.045], [-3.615, -0.489, -0.001], [-3.373, 0.903, -0.172], [-2.124, 1.334, 0.126], [-1.062, 0.675, 0.389], [0.254, 1.013, 0.601], [1.481, 0.695, 0.604], [2.491, 1.422, 1.224], [1.605, -0.629, -0.127], [2.757, -1.413, -0.079], [2.832, -2.756, -0.295], [4.096, -0.718, -0.244], [4.416, 0.461, -1.322], [5.535, 0.974, -1.273], [6.545, 0.455, -0.673], [6.317, -0.418, 0.454], [5.239, -0.954, 0.469], [-1.429, -0.609, 0.826], [-2.618, -1.155, 0.725], [-6.963, -2.102, -1.323], [-8.084, -0.706, -0.696], [-7.466, -1.513, 0.485], [-4.958, -1.615, 0.329], [-4.107, 1.557, -0.653], [-1.817, 2.345, -0.356], [0.275, 2.234, 0.886], [3.447, 0.813, 1.500], [2.225, 2.138, 1.920], [2.892, 2.137, 0.233], [0.766, -0.986, -0.343], [3.494, 0.488, -1.877], [5.828, 1.736, -2.118], [7.586, 1.047, -0.888], [5.095, -1.820, 1.308], [-0.746, -1.160, 1.304], [-2.960, -1.913, 1.073]],
  "lowdin_charge": [0.0144, -0.3838, -0.0230, 0.1448, -0.1615, 0.0345, -0.0815, -0.2734, 0.1045, -0.3440, -0.0117, 0.0315, -0.3235, -0.0768, -0.0704, -0.0093, -0.2499, -0.0893, 0.0892, -0.2836, 0.0004, 0.0313, 0.1533, 0.0639, 0.0322, 0.0244, 0.1085, 0.1596, 0.2712, 0.1317, 0.0523, 0.1921, 0.0123, 0.1121, 0.1572, 0.1591, 0.1663, 0.0971, 0.0381],
  "orbital_gap_ev": 7.28,
  "smiles": "CC(=O)Nc1ccc(N/C(C)=C/C(=O)c2cccnc2)cc1",
  "homo_ev": -7.849
}



ii.
{
  "formula": "C17H17N3O2",
  "method": "ωB97M-V with the def2-TZVPD basis set",
  "elements": ["C", "C", "C", "C", "O", "C", "C", "C", "C", "C", "O", "C", "C", "C", "N", "C", "N", "C", "N", "C", "C", "C", "H", "H", "H", "H", "H", "H", "H", "H", "H", "H", "H", "H", "H", "H", "H", "H", "H"],
  "coordinates": [[-5.703, -1.367, 0.479], [-4.405, -1.802, 0.681], [-3.339, -0.937, 0.508], [-3.575, 0.377, 0.119], [-2.578, 1.310, -0.008], [-1.349, 0.959, -0.495], [-1.155, -0.049, -1.435], [0.117, -0.274, -1.924], [1.199, 0.479, -1.501], [1.009, 1.486, -0.560], [1.972, 2.330, -0.084], [3.337, 1.968, -0.116], [3.797, 1.390, 1.229], [3.007, 0.151, 1.646], [3.152, -0.917, 0.694], [2.236, -1.807, 0.274], [2.770, -2.634, -0.593], [4.044, -2.208, -0.682], [4.314, -1.174, 0.081], [-0.271, 1.717, -0.062], [-4.880, 0.819, -0.073], [-5.937, -0.053, 0.108], [-6.530, -2.048, 0.614], [-4.215, -2.822, 0.982], [-2.328, -1.275, 0.681], [-1.991, -0.632, -1.790], [0.275, -1.052, -2.655], [2.167, 0.276, -1.930], [3.887, 2.894, -0.312], [3.561, 1.263, -0.918], [3.674, 2.147, 2.004], [4.852, 1.130, 1.144], [1.941, 0.382, 1.729], [3.368, -0.189, 2.624], [1.219, -1.820, 0.609], [4.774, -2.665, -1.316], [-0.425, 2.508, 0.655], [-5.044, 1.846, -0.360], [-6.947, 0.295, -0.046]],
  "lowdin_charge": [-0.0988, -0.0801, -0.0257, -0.2611, 0.0404, -0.2542, -0.0278, -0.0716, -0.0434, -0.2722, -0.0414, -0.1844, -0.1411, -0.1275, -0.1370, -0.1711, 0.0805, -0.2236, 0.1010, 0.0763, -0.0044, -0.0839, 0.0992, 0.1045, 0.1160, 0.1184, 0.1133, 0.1072, 0.1297, 0.1024, 0.1177, 0.1087, 0.1252, 0.1282, 0.1272, 0.0981, 0.1335, 0.1182, 0.1036],
  "orbital_gap_ev": 9.15,
  "smiles": "c1ccc(Oc2cccc(OCCCn3cncn3)c2)cc1",
  "homo_ev": -8.401
}



The structure with the most favorable energy is ii; the runner-up is 12.871 eV above it.



i.
{
  "formula": "C4H9N2O2",
  "method": "ωB97M-V with the def2-TZVPD basis set",
  "elements": ["N", "C", "O", "C", "N", "C", "C", "O", "H", "H", "H", "H", "H", "H", "H", "H", "H"],
  "coordinates": [[2.423, -0.344, 0.247], [1.443, -0.165, -0.647], [1.455, 0.341, -1.738], [0.027, -0.498, -0.049], [-0.924, -0.225, -1.199], [-0.237, 0.487, 1.089], [-1.684, 0.561, 1.539], [-2.539, -0.052, 0.941], [3.369, -0.248, -0.097], [2.214, -0.988, 0.989], [-0.278, -1.478, 0.311], [-1.835, -0.556, -0.851], [-1.097, 0.739, -1.264], [-0.546, -0.655, -2.039], [0.241, 0.031, 1.959], [0.284, 1.444, 1.057], [-1.947, 1.191, 2.392]],
  "lowdin_charge": [0.2106, -0.4998, 0.1126, -0.1696, 0.2289, -0.0972, -0.1805, 0.0608, 0.1426, 0.1220, 0.1680, 0.1520, 0.1492, 0.1759, 0.1356, 0.1465, 0.1424],
  "total_charge": 1,
  "orbital_gap_ev": 11.47,
  "smiles": "NC(=O)[C@H]([NH3+])CC=O",
  "homo_ev": -14.760
}



ii.
{
  "formula": "C4H9N2O2",
  "method": "ωB97M-V with the def2-TZVPD basis set",
  "elements": ["C", "N", "C", "N", "C", "O", "C", "O", "H", "H", "H", "H", "H", "H", "H", "H", "H"],
  "coordinates": [[-1.549, 0.055, 0.542], [-0.365, -0.452, -0.105], [-0.311, -1.277, -1.136], [0.772, -1.958, -1.678], [0.906, 0.022, 0.585], [1.825, -0.699, 0.924], [0.895, 1.467, 0.830], [-0.222, 2.015, 0.076], [-1.265, 0.369, 1.501], [-1.971, 0.879, -0.023], [-2.214, -0.744, 0.659], [-1.204, -1.487, -1.709], [1.725, -1.993, -1.152], [0.645, -2.697, -2.340], [0.809, 1.539, 2.015], [1.853, 2.002, 0.653], [-0.329, 2.958, 0.358]],
  "lowdin_charge": [-0.0025, -0.0166, -0.0253, 0.1742, -0.3136, 0.1583, -0.1295, -0.0933, 0.0959, 0.1147, 0.0981, 0.1650, 0.1691, 0.1133, 0.1919, 0.1567, 0.1434],
  "total_charge": 1,
  "orbital_gap_ev": 10.64,
  "smiles": "CN(C=[NH2+])C(=O)CO",
  "homo_ev": -14.909
}



iii.
{
  "formula": "C4H9N2O2",
  "method": "ωB97M-V with the def2-TZVPD basis set",
  "elements": ["N", "C", "O", "C", "N", "C", "C", "O", "H", "H", "H", "H", "H", "H", "H", "H", "H"],
  "coordinates": [[-0.654, 1.708, -1.872], [-0.128, 0.494, -1.471], [0.491, -0.245, -2.173], [0.200, 0.247, -0.037], [1.248, -0.968, 0.009], [-1.080, 0.016, 0.927], [-0.633, -0.368, 2.316], [0.443, -0.950, 2.421], [-0.789, 2.067, -2.748], [-1.089, 2.427, -1.215], [0.646, 1.162, 0.180], [1.165, -1.383, 0.917], [0.861, -1.687, -0.542], [2.244, -0.612, -0.528], [-1.726, 0.952, 0.745], [-1.859, -0.802, 0.609], [-1.240, -0.073, 3.225]],
  "lowdin_charge": [0.1981, -0.5072, 0.0916, -0.1365, 0.2234, -0.0640, -0.1799, 0.0293, 0.0804, 0.1556, 0.1368, 0.0852, 0.1221, 0.2902, 0.1452, 0.1728, 0.1568],
  "total_charge": 1,
  "orbital_gap_ev": 11.01,
  "smiles": "NC(=O)[C@H]([NH3+])CC=O",
  "homo_ev": -14.655
}



iv.
{
  "formula": "C4H9N2O2",
  "method": "ωB97M-V with the def2-TZVPD basis set",
  "elements": ["C", "C", "C", "C", "N", "N", "O", "O", "H", "H", "H", "H", "H", "H", "H", "H", "H"],
  "coordinates": [[3.539, 0.764, 0.737], [2.972, 0.885, -0.468], [-2.196, -0.636, 1.327], [-1.888, -0.461, -1.171], [-1.413, -0.354, 0.176], [-0.155, -0.110, 0.348], [3.889, 0.422, 1.768], [0.486, 0.050, -0.783], [2.713, 1.922, -0.537], [1.807, 0.475, -0.535], [3.527, 0.617, -1.311], [-2.862, -1.437, 1.099], [-1.666, -0.915, 2.273], [-2.705, 0.233, 1.589], [-2.125, 0.429, -1.637], [-1.086, -0.795, -1.742], [-2.837, -1.090, -1.133]],
  "lowdin_charge": [-0.0548, 0.0276, -0.0093, 0.0106, -0.1990, 0.0614, 0.3466, -0.1255, 0.1343, 0.0924, 0.1197, 0.0932, 0.1270, 0.0822, 0.0837, 0.0686, 0.1413],
  "total_charge": 1,
  "orbital_gap_ev": 10.21,
  "homo_ev": -14.230
}



The structure with the most favorable energy is i; the runner-up is 1.271 eV above it.